No. 1
Formula: C16H59NO15PS
Source: OMol25
Level of theory: the ωB97M-V functional and the def2-TZVPD basis

XYZ file:
```
93
Properties=species:S:1:pos:R:3:forces:R:3
O 3.34984 -1.75303 1.58422 -0.6 -0.9 -1.4
P 3.21218 -1.79298 -0.05877 2.1 0.6 -0.9
O 3.91163 -3.21225 -0.52266 -1.5 0.6 1.0
S 4.08036 -0.31290 -0.91434 -0.7 -0.1 0.5
C 1.43265 -2.00076 -0.59196 0.8 0.1 0.5
C 0.53548 -1.15663 0.31713 0.2 0.1 -0.4
N -0.86240 -1.32287 -0.19802 0.1 -0.6 0.5
C -1.23729 -2.76429 -0.07012 -0.6 -0.5 -0.3
C -0.23296 -3.69761 -0.75871 -0.4 -0.2 0.2
O 1.13676 -3.37466 -0.56056 -0.5 0.2 0.3
H 3.42039 -2.68362 1.84830 -0.1 0.0 0.5
H 4.80694 -3.26166 -0.16303 0.2 0.0 -0.2
H 1.40775 -1.56213 -1.59945 0.0 -0.3 -0.1
H 0.78486 -0.09687 0.28710 0.2 -0.1 -0.1
H 0.60366 -1.51014 1.34505 -0.3 0.0 0.0
H -0.94587 -1.06015 -1.18677 0.1 0.2 -0.4
H -1.52685 -0.75897 0.32918 0.0 0.1 0.0
H -1.40152 -3.00581 0.97846 0.3 0.2 0.1
H -2.19968 -2.89687 -0.56718 0.0 0.0 0.0
H -0.38570 -4.67785 -0.30425 0.0 0.0 -0.1
H -0.49756 -3.80800 -1.81443 0.4 0.3 -0.1
C -1.29612 -8.00868 0.75495 0.1 0.1 0.0
O -1.13796 -6.66971 1.23638 0.0 0.2 -0.2
H -2.35076 -8.26056 0.81637 0.0 0.1 0.0
H -0.97057 -8.08965 -0.28463 0.0 -0.1 0.0
H -0.72705 -8.70823 1.36934 0.0 0.0 0.0
H -0.20182 -6.46068 1.18826 0.1 -0.1 0.1
C -2.32734 0.06651 -3.73390 -0.1 -0.1 -0.2
O -1.44091 -0.98238 -3.29655 0.1 0.1 0.5
H -2.36356 0.83167 -2.96507 0.1 0.0 0.0
H -1.95173 0.50853 -4.65817 0.0 0.0 0.0
H -3.33180 -0.32652 -3.89776 0.0 0.0 0.0
H -1.41783 -1.65059 -3.98807 0.1 -0.1 0.0
C 3.79887 -3.43560 -3.95938 -0.1 -0.1 0.4
O 2.59694 -4.09456 -3.55359 -0.1 0.1 0.0
H 3.82828 -3.39266 -5.04479 -0.1 -0.1 0.0
H 3.81600 -2.41907 -3.55626 0.2 0.0 -0.1
H 4.66642 -3.99173 -3.59901 0.1 0.1 -0.1
H 2.60191 -4.12141 -2.59134 0.1 -0.1 0.0
C -1.98682 4.06022 -1.50144 0.1 0.0 -0.2
O -2.00121 3.00071 -2.47015 -0.1 0.0 0.2
H -2.44942 3.69649 -0.58809 -0.1 0.0 -0.1
H -0.96055 4.36838 -1.29060 0.0 0.1 0.1
H -2.55790 4.91188 -1.87377 0.0 0.1 0.2
H -1.59666 3.33822 -3.27431 0.0 0.0 0.0
C -3.56368 3.25580 2.34518 -0.2 0.3 0.1
O -4.15191 4.21336 1.47127 0.2 -0.2 -0.1
H -3.00351 2.54254 1.73952 0.0 0.0 -0.1
H -2.88152 3.74085 3.04671 0.0 -0.2 0.1
H -4.33493 2.72341 2.90441 0.1 -0.1 0.1
H -4.63658 4.83271 2.02246 -0.1 0.1 -0.1
C 1.40162 -1.35671 -5.05654 -0.3 0.3 0.4
O 1.38547 -0.00963 -4.58356 0.1 0.0 -0.2
H 2.17566 -1.44692 -5.80997 0.0 0.0 0.0
H 1.61822 -2.04484 -4.23872 -0.1 -0.2 -0.1
H 0.43597 -1.60693 -5.50960 0.1 -0.2 -0.1
H 0.69077 0.05214 -3.92189 -0.1 0.0 0.0
C 3.16186 0.03477 -8.09094 -0.2 0.3 0.2
O 3.14930 1.36954 -7.60203 0.1 -0.1 -0.1
H 3.93133 -0.03891 -8.85478 0.0 0.1 0.0
H 3.40014 -0.65999 -7.28185 0.1 -0.1 -0.1
H 2.19346 -0.22094 -8.53095 0.1 -0.2 0.0
H 2.47103 1.42524 -6.92305 0.0 0.0 0.1
C -5.15088 5.07504 -4.23133 0.2 -0.3 0.1
O -5.55296 4.04324 -3.33648 0.0 0.1 -0.1
H -6.00506 5.71557 -4.43218 -0.1 -0.1 0.1
H -4.35612 5.67984 -3.78448 0.0 0.1 -0.1
H -4.80184 4.64404 -5.17384 0.0 0.2 -0.1
H -4.78072 3.49436 -3.17497 0.0 0.0 0.1
C 4.90078 0.82077 3.81011 0.0 -0.2 -0.1
O 4.23409 -0.28738 4.42140 0.0 0.2 0.1
H 4.98877 1.60848 4.55386 0.0 -0.1 0.0
H 5.90064 0.53434 3.47783 0.0 0.1 0.0
H 4.32823 1.19518 2.95726 0.1 0.0 0.0
H 4.16443 -0.97799 3.75955 -0.1 0.0 0.0
C -3.92043 0.99822 5.09052 -0.2 0.2 0.2
O -3.91652 2.32639 5.59359 0.1 -0.1 -0.1
H -3.11724 0.91433 4.36060 0.0 0.1 0.0
H -3.74632 0.27475 5.89134 0.0 -0.1 -0.1
H -4.87315 0.77695 4.59990 0.1 -0.2 0.0
H -4.62498 2.39942 6.23793 0.0 0.1 0.0
C 2.71445 2.55380 6.30865 0.1 -0.4 -0.1
O 3.55702 1.53793 6.84262 0.0 0.2 0.0
H 2.65992 3.36308 7.03226 0.0 0.0 0.0
H 3.12642 2.94327 5.37111 -0.1 0.1 0.0
H 1.70724 2.16948 6.13646 -0.1 0.2 0.0
H 3.59690 0.82831 6.19529 0.0 -0.2 0.0
C -0.64193 4.19506 8.08005 -0.1 -0.2 0.0
O -0.59204 3.07193 7.20429 0.1 0.1 0.0
H -0.19245 5.03917 7.56344 0.0 0.0 0.0
H -1.67516 4.44532 8.33382 0.0 0.1 0.0
H -0.07898 3.99986 8.99618 0.0 0.1 0.0
H -0.98940 2.32922 7.66393 0.0 -0.1 0.0
```
Forces are in eV/Å.

Values from the calculation:
Kohn-Sham gap = 8.066 eV
Charge = +1
DFT total energy = -2567.50061 Eh
Lowest unoccupied orbital energy = -3.26 eV
HOMO level = -0.416 Ha


No. 2
Formula: C16H60N6O14
Source: OMol25
Level of theory: the ωB97M-V functional and the def2-TZVPD basis

XYZ file:
```
96
Properties=species:S:1:pos:R:3:forces:R:3
C 0.62342 3.17649 -0.90407 0.6 -1.0 2.6
C -0.51196 3.98767 -0.43103 -0.1 -1.8 2.7
O -0.58779 5.28359 -0.89984 -1.1 0.8 -1.2
H 1.54840 3.63201 -0.59139 0.6 0.2 -0.4
H 0.55511 2.97844 -1.90834 0.2 -0.4 -2.6
H 0.57480 2.18956 -0.35068 -0.1 1.3 -0.7
H -0.32326 4.10323 0.64763 -0.2 -0.4 0.2
H -1.37719 3.28894 -0.48925 -0.3 1.1 -0.4
H -1.49569 5.54187 -0.69038 0.3 0.4 -0.3
C -0.93210 2.81642 3.81994 -0.6 1.8 -1.4
C -1.83798 3.90493 3.16514 -0.1 -0.6 1.5
O -3.16191 3.71738 3.74534 -0.1 1.0 -1.2
H -1.21933 1.92904 3.33831 0.0 -1.6 -0.3
H -0.90677 2.69685 4.88314 -0.8 0.3 0.7
H 0.07696 3.04174 3.57473 1.0 0.1 -0.6
H -1.89635 3.88851 2.07291 0.2 -0.8 0.1
H -1.49092 4.90052 3.34904 0.3 0.7 0.7
H -3.71412 4.39347 3.29219 0.2 -0.7 0.7
C 0.65551 -3.76290 -1.37242 -4.7 1.0 -7.4
O -0.23004 -3.57154 -2.47672 4.9 -1.0 5.6
N 1.61021 -2.97917 -1.01492 3.7 4.8 -0.4
N 0.71518 -4.82762 -0.67372 -1.4 -5.2 2.6
H 1.86961 -2.21965 -1.68092 -0.3 -0.8 0.7
H 2.34402 -3.22594 -0.30415 -1.1 -0.4 -1.9
H 0.22636 -5.63708 -0.99302 -0.6 -0.1 0.0
H 1.18910 -4.95696 0.22440 0.0 0.5 -0.9
C 0.11647 -0.12655 0.05351 -7.4 5.3 5.1
O -0.69999 0.65530 0.89779 4.0 -3.1 -2.8
N 1.08827 -0.80974 0.44251 5.3 -2.4 6.6
N -0.10882 -0.27427 -1.15127 -3.7 1.2 -7.3
H 1.20713 -0.81941 1.48261 0.1 -0.2 -1.2
H 1.33713 -1.65843 -0.04685 -0.3 0.2 0.0
H -1.00158 0.16311 -1.60367 1.1 -0.2 1.1
H 0.53082 -0.67499 -1.82646 -0.1 -0.5 0.7
C -4.15624 1.48749 0.76502 0.2 -4.9 -5.0
O -4.28348 0.60734 -0.30194 0.8 4.1 4.5
N -5.14319 2.29872 1.01544 -4.2 2.1 0.4
N -3.13746 1.59421 1.56599 1.4 -1.9 -0.6
H -5.91040 2.21713 0.31555 0.8 0.1 1.3
H -5.37953 2.54651 2.00089 0.3 -0.3 -1.5
H -2.29896 1.07077 1.39628 0.6 -0.7 -0.6
H -3.04450 2.24069 2.27776 -0.6 1.6 1.4
C 1.38536 0.27511 -3.65057 1.3 -0.4 -0.3
O 1.52153 -1.04613 -3.09684 -0.3 1.1 0.7
H 1.82789 0.95848 -2.91943 -0.8 0.1 0.1
H 0.38743 0.50411 -4.05018 0.2 -0.1 0.6
H 2.08573 0.28788 -4.46262 0.2 0.4 -0.8
H 1.73144 -1.66601 -3.76689 0.0 -1.0 -1.2
C 3.97733 0.97202 0.80777 -4.0 -4.7 -1.0
O 2.91973 1.04198 -0.20647 1.2 0.9 0.4
H 3.53036 1.15878 1.74546 -0.4 0.6 1.3
H 4.78263 1.57626 0.66589 2.2 1.5 -1.0
H 4.16935 -0.16299 0.82256 0.9 1.7 0.2
H 2.20294 0.43493 0.09962 0.9 0.4 -0.2
C 1.37876 0.34632 3.77026 -0.6 2.0 0.3
O 1.65206 -0.89865 3.21953 0.6 -0.4 -0.3
H 2.20402 1.06152 3.84956 0.5 -0.5 -0.1
H 0.95837 0.22595 4.74023 -0.3 -0.1 1.1
H 0.64074 0.89397 3.20379 -0.2 -0.4 -0.6
H 2.42454 -1.18143 3.70095 0.4 -0.7 0.0
C -1.65020 -1.27788 3.59102 0.4 1.1 0.0
O -2.93000 -1.00812 3.12603 -0.8 -1.4 -0.9
H -1.22015 -1.86883 2.79737 0.3 -1.6 0.7
H -1.75766 -1.54461 4.67216 1.1 -0.6 -0.9
H -0.98665 -0.41947 3.42561 -0.3 0.3 0.7
H -3.15752 -0.15515 3.39994 -0.8 1.9 0.5
C -2.37357 1.88449 -2.87401 -2.2 0.3 2.6
O -2.25900 0.90175 -1.88387 3.7 -1.0 -2.4
H -1.42366 2.12163 -3.23781 1.2 0.5 -0.8
H -2.80346 2.62317 -2.20411 0.2 1.7 -1.0
H -3.15721 1.66351 -3.57053 0.0 -0.4 -1.0
H -3.05723 0.79414 -1.45020 -3.3 -0.9 2.2
C 3.21296 -2.93042 1.65237 -0.1 -3.5 0.6
O 3.55327 -3.94821 0.60614 -0.4 1.6 1.5
H 3.71843 -2.01185 1.61843 0.7 1.2 -0.7
H 3.38062 -3.38377 2.65174 0.0 0.2 -0.5
H 2.15197 -2.85694 1.55685 -0.6 0.6 0.1
H 4.39206 -4.33307 0.82760 0.7 -0.2 0.0
C 4.46372 -1.24977 -1.84561 2.4 0.4 1.1
O 4.89739 -2.08597 -2.84886 0.4 -2.0 -1.3
H 4.06601 -1.67084 -0.93705 -0.6 -0.9 -0.3
H 3.89636 -0.54438 -2.28467 -2.8 2.4 -0.7
H 5.30155 -0.68708 -1.47631 0.8 0.5 0.5
H 5.05906 -1.57618 -3.66178 -0.2 -0.3 0.7
C -1.63970 -1.82172 -4.75767 -0.3 0.3 -0.5
O -0.60915 -2.67541 -5.25749 -0.8 1.8 -1.5
H -2.53548 -2.37261 -4.61271 -0.6 -0.9 1.1
H -2.05621 -1.07520 -5.42987 0.9 0.0 -1.3
H -1.40732 -1.17630 -3.92060 0.4 -0.6 0.8
H -0.13633 -3.02070 -4.52659 0.4 -0.7 1.6
C -2.50531 -2.47743 -0.02682 2.9 0.3 -1.1
O -2.47026 -2.05137 -1.33827 -1.9 0.1 -2.0
H -1.68970 -3.23994 -0.01758 -0.3 0.3 1.3
H -3.41355 -2.93308 0.06860 -2.4 -1.2 0.9
H -2.39011 -1.57992 0.55406 0.1 -0.2 1.3
H -1.66306 -1.60226 -1.47319 1.2 0.5 -0.4
```
Forces are in eV/Å.

Values from the calculation:
Energy relative to the best compared isomer or geometry (same formula, charge and spin) = 103.8 kcal per mole
Kohn-Sham gap = 8.183 eV
Charge = 0
DFT total energy = -2027.16036 Eh
Lowest unoccupied orbital energy = -0.10 eV
HOMO level = -0.305 Ha


DFT total energy of number 1 (C16H59NO15PS)?
-2567.50061 Eh


The lowest DFT total energy belongs to which entry?
C16H59NO15PS


Number 1 is which compound?
C16H59NO15PS


Number 1 is which compound?
C16H59NO15PS